[1]
{"formula": "C31H51NO9", "method": "the ωB97M-V functional and the def2-TZVPD basis", "symbols": ["C", "H", "C", "H", "H", "C", "H", "C", "C", "C", "C", "C", "C", "O", "C", "C", "H", "H", "H", "H", "C", "H", "H", "C", "H", "C", "C", "O", "H", "H", "H", "C", "O", "C", "O", "C", "C", "H", "H", "H", "C", "H", "H", "C", "N", "C", "H", "H", "H", "C", "H", "H", "H", "C", "O", "H", "H", "H", "H", "H", "C", "C", "H", "H", "H", "H", "C", "O", "H", "H", "C", "C", "O", "O", "H", "H", "H", "H", "H", "C", "H", "H", "H", "O", "H", "C", "H", "H", "H", "H", "H", "H"], "xyz": [[-1.37025, 1.20722, -3.07662], [-0.85065, 1.74612, -2.28741], [-0.42326, 0.94262, -4.24128], [-0.05412, 1.88841, -4.63827], [-0.95642, 0.41200, -5.02905], [0.76610, 0.09660, -3.79280], [0.40535, -0.73383, -3.17453], [1.60363, -0.51024, -4.93422], [0.84845, -1.67929, -5.53314], [0.86210, -3.02804, -4.92568], [1.73211, -3.29415, -3.75384], [1.39115, -3.38974, -2.46527], [0.07721, -3.11406, -1.87990], [-0.79220, -2.47651, -2.44662], [-0.15236, -3.62679, -0.46509], [0.35708, -5.05478, -0.26874], [0.00342, -5.44060, 0.68486], [1.44255, -5.09804, -0.26677], [-0.01349, -5.70371, -1.05900], [-1.23569, -3.62935, -0.30883], [0.49752, -2.67986, 0.55891], [0.33716, -3.10010, 1.55525], [1.57294, -2.65818, 0.37563], [-0.03525, -1.24112, 0.53935], [0.10320, -0.81818, -0.46047], [-1.52801, -1.19752, 0.87633], [-2.08513, 0.18982, 0.80902], [-2.93482, 0.63803, 1.53450], [-1.71880, 0.76798, -0.05921], [-1.72298, -1.63217, 1.85873], [-2.07654, -1.76777, 0.12136], [0.76390, -0.38191, 1.55051], [-0.03680, 0.73657, 1.91479], [0.14037, 1.25040, 3.22186], [0.47283, 2.60202, 3.16262], [-0.56390, 3.55908, 2.89179], [-0.73609, 3.80000, 1.39456], [0.20314, 4.11545, 0.94725], [-1.48123, 4.57587, 1.23774], [-1.07180, 2.88544, 0.91431], [-1.89840, 3.17919, 3.54559], [-2.40838, 4.08281, 3.88058], [-2.53070, 2.66594, 2.81938], [-1.62854, 2.23349, 4.71947], [-2.74550, 1.91396, 5.59704], [-3.99616, 1.63226, 4.91410], [-3.82529, 0.97318, 4.06795], [-4.66347, 1.13188, 5.61666], [-4.49464, 2.54111, 4.55152], [-2.94337, 2.89205, 6.64722], [-3.70376, 2.51668, 7.33157], [-3.27364, 3.87122, 6.27049], [-2.01510, 3.02540, 7.20103], [-1.07517, 0.93647, 4.11981], [-0.65846, 0.04400, 5.12680], [-1.32900, 0.09847, 5.82300], [-1.84662, 0.46275, 3.50144], [-0.83955, 2.66195, 5.35086], [-0.16432, 4.46746, 3.36085], [1.00785, 0.77251, 3.69647], [2.12865, 0.05475, 0.95776], [3.22607, 0.16210, 2.01614], [3.02126, 0.95614, 2.72886], [4.17629, 0.38481, 1.53697], [3.32235, -0.77925, 2.55290], [2.43030, -0.71972, 0.24877], [1.98538, 1.37505, 0.15784], [2.30222, 2.51881, 0.90236], [1.70277, 2.56824, 1.66682], [0.94443, 1.44677, -0.20121], [2.90754, 1.37560, -1.08047], [2.36308, 0.37162, -2.06142], [2.55446, -0.81956, -1.98891], [1.57364, 0.94612, -2.95838], [2.89574, 2.37433, -1.51300], [3.91975, 1.11122, -0.77965], [0.93533, -0.98902, 2.45069], [2.16719, -3.64071, -1.75947], [2.76832, -3.45878, -4.02279], [-0.35854, -3.91201, -5.08451], [-1.11954, -3.62394, -4.36468], [-0.75561, -3.80195, -6.09032], [-0.08953, -4.95406, -4.92563], [1.56838, -2.72855, -6.11054], [-0.04621, -1.40188, -6.08894], [1.97849, 0.50402, -6.01216], [2.66259, 0.04340, -6.72052], [2.46547, 1.36544, -5.56162], [1.09832, 0.83957, -6.55471], [2.52206, -0.90055, -4.48360], [-1.74193, 0.26508, -2.67903], [-2.21693, 1.80645, -3.40203]], "atomic_forces_ev_per_a": [[0.084, 0.014, -0.222], [0.004, 0.064, 0.136], [0.246, -0.140, 0.451], [-0.001, -0.001, -0.171], [0.022, 0.003, -0.125], [-0.229, -0.591, -0.349], [0.062, 0.182, -0.096], [0.035, 0.085, -0.008], [-0.341, 0.506, 0.662], [-0.936, 0.133, 0.441], [-0.092, -0.079, 0.197], [0.325, -0.027, -0.514], [-0.316, -0.094, 0.369], [-0.075, 0.050, -0.034], [-0.037, -0.034, 0.146], [-0.134, 0.153, -0.054], [-0.012, -0.052, 0.081], [0.134, -0.046, 0.002], [0.005, -0.135, -0.044], [0.100, 0.054, -0.111], [-0.166, 0.246, -0.288], [0.053, -0.025, 0.050], [0.134, -0.066, 0.072], [-0.083, 0.161, 0.448], [0.024, 0.036, -0.085], [0.229, -0.028, 0.019], [-0.158, -0.147, -0.310], [-0.321, 0.058, 0.055], [0.024, 0.158, -0.035], [-0.091, -0.006, 0.037], [-0.061, -0.041, 0.006], [0.402, -0.313, -0.329], [0.121, 0.119, 0.010], [0.124, -0.449, 0.479], [0.152, -0.007, -0.076], [-0.308, 0.460, -0.189], [0.238, -0.055, 0.345], [0.053, 0.037, -0.105], [-0.102, 0.087, -0.029], [-0.077, -0.072, -0.105], [0.255, -0.214, 0.283], [-0.034, 0.049, -0.067], [-0.080, 0.058, -0.039], [0.168, -0.165, -0.244], [0.086, -0.015, 0.096], [0.031, -0.076, 0.075], [-0.052, -0.067, -0.096], [-0.087, 0.009, -0.057], [-0.019, 0.033, -0.048], [0.050, -0.082, 0.017], [-0.029, 0.073, 0.067], [-0.027, 0.041, -0.012], [0.001, 0.043, 0.052], [-0.210, 0.452, -0.155], [0.251, -0.180, 0.180], [-0.055, 0.059, -0.039], [0.087, 0.150, 0.066], [-0.076, -0.069, -0.028], [-0.147, -0.124, -0.059], [-0.153, 0.020, -0.154], [-0.185, 0.081, 0.276], [-0.176, 0.007, -0.232], [0.055, 0.044, 0.099], [0.156, 0.048, 0.056], [0.037, -0.097, 0.061], [-0.049, 0.028, 0.072], [-0.119, -0.452, -0.393], [0.060, 0.198, 0.154], [0.053, 0.046, -0.032], [0.114, 0.003, -0.025], [-0.248, 0.083, 0.226], [0.425, 0.033, 0.446], [0.013, 0.004, -0.080], [-0.166, 0.475, -0.252], [0.026, -0.013, 0.006], [0.041, -0.053, -0.065], [-0.034, -0.007, -0.045], [0.139, -0.033, 0.050], [0.116, -0.023, 0.047], [0.225, 0.096, -0.054], [-0.019, -0.058, -0.013], [-0.020, 0.026, -0.086], [-0.020, -0.120, -0.018], [0.897, -0.446, -0.849], [-0.063, -0.040, -0.025], [0.016, -0.226, 0.214], [0.071, 0.028, -0.105], [0.062, 0.136, -0.040], [-0.089, 0.094, -0.093], [-0.128, -0.026, -0.021], [-0.071, -0.094, 0.098], [-0.109, 0.064, 0.058]], "lowdin_charge": [-0.0806, 0.0651, -0.1693, 0.1199, 0.1175, -0.2606, 0.1261, -0.2463, -0.2095, -0.4225, 0.0366, -0.0157, -0.3604, 0.0742, -0.2949, -0.0528, 0.0838, 0.0768, 0.0872, 0.1372, -0.1053, 0.1337, 0.1226, -0.2343, 0.1371, -0.0807, -0.2643, 0.0348, 0.1212, 0.1422, 0.1262, -0.2279, -0.0771, -0.2604, -0.0522, -0.3200, -0.0154, 0.0805, 0.0905, 0.0688, -0.0719, 0.1280, 0.1068, -0.2655, -0.2373, -0.0770, 0.0769, 0.0881, 0.0911, -0.0929, 0.0844, 0.0853, 0.0866, -0.2500, -0.0003, 0.0932, 0.1273, 0.1622, 0.1537, 0.1658, -0.2321, -0.0259, 0.0770, 0.0844, 0.0863, 0.1164, -0.3284, -0.0131, 0.0630, 0.1454, -0.0034, -0.4678, 0.1085, 0.0528, 0.1333, 0.1332, 0.1610, 0.1115, 0.1363, 0.0156, 0.0723, 0.0915, 0.0887, 0.0407, 0.1568, -0.0312, 0.0866, 0.0853, 0.0803, 0.1440, 0.0689, 0.0755], "total_charge": 0, "gap_ev": 8.860, "de_lowest_kcal_mol": 2.3, "energy_ev": -52891.48386, "lumo_energy_ev": 0.158}

[2]
{"formula": "C9H32BaN10O9", "method": "the ωB97M-V functional and the def2-TZVPD basis", "symbols": ["Ba", "C", "O", "N", "N", "H", "H", "H", "H", "C", "O", "N", "N", "H", "H", "H", "H", "C", "O", "N", "N", "H", "H", "H", "H", "C", "O", "N", "N", "H", "H", "H", "H", "C", "O", "N", "N", "H", "H", "H", "H", "C", "C", "O", "O", "H", "H", "H", "H", "H", "H", "C", "C", "O", "O", "H", "H", "H", "H", "H", "H"], "xyz": [[0.14257, -0.17676, -0.27591], [-3.02880, 0.36695, 1.74368], [-2.31530, -0.27540, 0.97398], [-4.28564, -0.15495, 2.10293], [-2.63540, 1.65943, 2.30039], [-4.83152, 0.44512, 2.68251], [-4.76985, -0.88577, 1.62906], [-3.08891, 1.75472, 3.17533], [-1.70734, 2.00741, 2.24226], [-1.77087, 1.11803, -3.28159], [-1.52958, 0.29231, -2.36748], [-1.24714, 2.48843, -3.20213], [-2.51222, 0.76757, -4.38791], [-1.10898, 2.85313, -2.27454], [-1.76065, 3.16351, -3.75144], [-2.90378, -0.14907, -4.53340], [-2.49942, 1.38378, -5.16535], [0.75435, -1.02855, 3.47753], [0.64697, -0.32019, 2.45366], [0.44098, -0.43607, 4.69036], [1.14121, -2.38011, 3.41335], [0.16481, 0.51024, 4.79807], [0.66732, -0.88808, 5.55465], [1.34586, -2.85633, 2.56812], [1.24442, -2.91003, 4.24219], [-0.36512, -3.94534, 0.63629], [-0.12305, -2.91666, 0.01011], [-1.67005, -4.31249, 0.75554], [0.67645, -4.88861, 0.96193], [-1.81566, -5.19474, 1.19547], [-2.54401, -3.84793, 0.62931], [1.64256, -4.91670, 0.69520], [0.24654, -5.78641, 1.09582], [-0.82487, 3.68144, 0.29495], [-0.68313, 2.50271, -0.09019], [0.08871, 4.26033, 1.16980], [-1.99117, 4.38688, -0.01558], [1.01907, 3.89598, 1.24076], [0.00190, 5.21207, 1.49311], [-2.21251, 5.22146, 0.48675], [-2.76424, 3.80907, -0.23954], [1.72265, -0.09237, -3.77633], [0.88030, -1.33500, -3.77340], [0.84445, -1.97884, -2.49963], [1.46009, 0.85213, -2.75504], [1.55250, 0.29926, -4.78511], [2.78916, -0.34394, -3.62236], [1.26421, -2.02100, -4.55639], [-0.15913, -1.09839, -4.02841], [0.69138, -2.91393, -2.65823], [0.71446, 1.42968, -3.01930], [3.31353, 0.95878, 1.28962], [4.02035, -0.17668, 0.53145], [3.00699, -0.92839, -0.05559], [2.37993, 1.68894, 0.46144], [3.98841, 1.69371, 1.71781], [2.72031, 0.52915, 2.12152], [4.53249, -0.75788, 1.30528], [4.74253, 0.11205, -0.23031], [3.44373, -1.60591, -0.58555], [2.85716, 2.17818, -0.20955]], "atomic_forces_ev_per_a": [[0.298, -0.149, 0.048], [0.214, -0.127, -0.261], [-0.085, 0.712, 0.247], [2.135, 2.384, 0.699], [-2.601, -3.072, -1.098], [-0.594, 0.063, 0.188], [0.358, -0.295, -0.482], [-0.153, 0.728, 0.911], [0.799, -0.425, -0.225], [0.072, -0.024, 1.360], [-0.359, 1.584, -1.573], [-1.149, -2.411, -1.106], [1.109, 0.982, 1.209], [0.019, -0.524, 0.564], [0.072, -0.073, -0.256], [0.291, -0.026, 0.410], [-0.208, 0.392, -0.593], [-0.261, 0.422, -0.657], [0.067, -1.017, 0.416], [0.812, -2.322, -0.322], [-0.805, 2.723, 1.060], [-0.039, 0.613, -0.685], [0.007, -0.290, 0.159], [0.024, 0.205, -0.803], [0.016, -0.355, 0.720], [1.033, 0.043, -2.649], [0.859, 0.801, 0.830], [1.163, -2.347, 1.537], [-3.656, 0.613, 0.802], [-0.224, -0.550, 0.331], [0.446, 1.232, -0.441], [-0.135, 0.766, -0.559], [0.552, -0.454, 0.276], [-0.356, -0.224, 1.192], [0.041, 1.155, -0.167], [-1.168, 0.117, -0.913], [2.221, -0.434, 0.352], [0.107, -0.560, -0.213], [-0.246, -0.037, -0.242], [0.005, 0.369, 0.155], [-0.589, -0.509, -0.226], [0.891, -0.435, -0.195], [-0.667, -0.558, -0.194], [0.499, 0.212, -0.010], [-1.009, 0.474, 0.211], [0.431, 0.418, 0.122], [-0.481, 0.004, -0.386], [-0.055, 0.377, 0.378], [0.103, 0.132, -0.170], [-0.113, -0.047, 0.322], [0.481, -0.248, 0.009], [-0.097, 0.246, -0.180], [0.092, 0.925, 1.345], [-0.702, -1.073, -0.716], [-0.363, -0.542, 0.419], [0.482, -0.213, 0.081], [0.258, 0.220, -0.689], [0.232, -0.030, -0.090], [0.098, 0.495, 0.081], [-0.406, -0.063, -0.075], [0.232, 0.028, -0.260]], "lowdin_charge": [2.0631, -0.5335, -0.1370, 0.1687, 0.1676, 0.0898, 0.1044, 0.0751, 0.0623, -0.5331, -0.1626, 0.1535, 0.1902, 0.0519, 0.0994, 0.1244, 0.1002, -0.5531, -0.1708, 0.1776, 0.1947, 0.1001, 0.1024, 0.0667, 0.0932, -0.5824, -0.1469, 0.1896, 0.1570, 0.0974, 0.1188, 0.1046, 0.0869, -0.5874, -0.1588, 0.1854, 0.1795, 0.0923, 0.1110, 0.1023, 0.0966, -0.2287, -0.2371, -0.1596, -0.1493, 0.1364, 0.1389, 0.1450, 0.1034, 0.0955, 0.0545, -0.1944, -0.2272, -0.1549, -0.1601, 0.1270, 0.1044, 0.1301, 0.1317, 0.1071, 0.0959], "total_charge": 2, "gap_ev": 10.943, "energy_ev": -43870.52272, "lumo_energy_ev": -4.176}

[3]
{"formula": "C4H6KO", "method": "the ωB97M-V functional and the def2-TZVPD basis", "symbols": ["C", "C", "C", "C", "O", "K", "H", "H", "H", "H", "H", "H"], "xyz": [[-2.85790, -1.23161, -0.76105], [-2.79555, 0.11743, -0.66418], [-1.43884, 0.74668, -0.68852], [-0.95348, 1.21042, 0.63507], [0.15852, 0.94889, 1.06558], [2.15045, 1.40857, 3.39410], [-2.24363, -1.79062, -1.47267], [-3.76410, -1.74589, -0.43417], [-3.60885, 0.73016, -1.05959], [-0.79817, -0.17550, -1.03490], [-1.43846, 1.63660, -1.34364], [-1.64668, 1.82428, 1.24329]], "atomic_forces_ev_per_a": [[-1.438, 0.420, -0.348], [0.454, -0.412, -1.198], [0.696, -1.918, -1.563], [0.593, -0.283, 0.521], [-0.314, 0.331, 0.257], [-0.265, -0.092, -0.346], [1.057, -0.186, 1.431], [-0.181, 0.210, -0.839], [-0.712, 0.046, 1.847], [-0.309, 2.273, 0.428], [0.363, -0.354, -0.044], [0.058, -0.036, -0.145]], "lowdin_charge": [0.0216, -0.1914, -0.1873, -0.2462, -0.0399, 0.9645, 0.0787, 0.0607, 0.1148, 0.1552, 0.1341, 0.1353], "total_charge": 1, "gap_ev": 7.683, "de_lowest_kcal_mol": 0.0, "energy_ev": -22610.10910, "lumo_energy_ev": -4.049}